--- i ---
{
  "formula": "C9H14",
  "method": "the ωB97M-V functional and the def2-TZVPD basis",
  "e_homo_ev": -9.0,
  "spin_multiplicity": 1,
  "smiles": "Cc1ccccc1.CC",
  "elements": ["C", "C", "C", "C", "C", "C", "C", "H", "H", "H", "H", "H", "H", "H", "H", "C", "C", "H", "H", "H", "H", "H", "H"],
  "xyz": [[2.9606, -1.0280, -0.4220], [1.6316, -1.1316, 0.2574], [1.5745, -0.9443, 1.6305], [0.3181, -0.9550, 2.2298], [-0.8454, -1.1297, 1.5123], [-0.7770, -1.3330, 0.1234], [0.4737, -1.3241, -0.5024], [2.9781, -0.1042, -1.0192], [3.2349, -1.8798, -1.0428], [3.8280, -0.8447, 0.2193], [2.5031, -0.7998, 2.1552], [0.2635, -0.8748, 3.3095], [-1.7568, -1.1090, 2.0925], [-1.6504, -1.5541, -0.4726], [0.4996, -1.3962, -1.5790], [-2.4154, 2.1682, -0.4757], [-1.4305, 1.8788, -1.6276], [-3.3956, 1.7752, -0.7272], [-2.0449, 1.7589, 0.4586], [-2.5170, 3.2477, -0.3635], [-1.0729, 2.8001, -2.1065], [-1.8822, 1.2665, -2.4008], [-0.4776, 1.5129, -1.2494]],
  "lowdin_charge": [-0.0671, -0.2914, -0.0485, -0.0995, -0.1009, -0.0832, -0.0574, 0.0847, 0.0785, 0.0726, 0.1052, 0.1003, 0.0980, 0.0999, 0.1099, -0.1563, -0.1681, 0.0566, 0.0486, 0.0567, 0.0577, 0.0579, 0.0458]
}

--- ii ---
{
  "formula": "C9H14",
  "method": "the ωB97M-V functional and the def2-TZVPD basis",
  "e_homo_ev": -9.0,
  "spin_multiplicity": 1,
  "smiles": "Cc1ccccc1.CC",
  "elements": ["C", "C", "C", "C", "C", "C", "C", "H", "H", "H", "H", "H", "H", "H", "H", "C", "C", "H", "H", "H", "H", "H", "H"],
  "xyz": [[-1.2518, -2.7528, -0.4969], [-0.3084, -2.1052, 0.4830], [-0.1956, -0.7076, 0.5934], [0.7513, -0.1963, 1.4861], [1.2862, -1.0029, 2.4954], [1.1710, -2.3846, 2.4206], [0.3477, -2.8681, 1.4387], [-0.6581, -3.4769, -1.0568], [-1.7059, -1.9916, -1.1237], [-2.0927, -3.2736, -0.0391], [-0.6932, -0.0303, -0.0910], [1.0348, 0.8429, 1.3836], [2.0253, -0.5370, 3.1323], [1.8345, -2.9546, 3.0554], [0.1519, -3.9308, 1.2962], [0.4264, 3.4089, -1.4534], [-0.8583, 3.3880, -2.3198], [1.0582, 4.1800, -1.8860], [0.1824, 3.6981, -0.4261], [0.9941, 2.5051, -1.2281], [-0.9239, 2.4754, -2.9120], [-1.7659, 3.4921, -1.7345], [-0.8097, 4.2217, -3.0174]],
  "lowdin_charge": [-0.0547, -0.2815, -0.0451, -0.0888, -0.0997, -0.0877, -0.0799, 0.0818, 0.0703, 0.0801, 0.1004, 0.0934, 0.0956, 0.1039, 0.1128, -0.1668, -0.1605, 0.0542, 0.0549, 0.0508, 0.0561, 0.0546, 0.0558]
}

Compare the structures above. Which one is the most stable? i is.